[1]
ORCA calculation (ωB97M-V/def2-TZVPD) on a cluster of 6 separate species, C10H16Cl4N4 in total at a distorted geometry.

Structure (XYZ):
```
34
C10H16Cl4N4, DFT ωB97M-V/def2-TZVPD
Cl 2.658 -0.551 5.664
Cl 2.555 2.003 4.222
Cl 1.615 0.834 -0.844
Cl -0.706 2.162 0.300
N 1.536 -2.491 0.826
N 0.664 -1.777 -3.077
N -2.722 -3.214 -0.941
N -3.246 3.236 -3.844
C -2.676 3.953 -3.143
C -2.200 -3.273 0.124
C -2.002 4.793 -2.144
C 0.623 1.023 0.598
C -1.533 -0.305 -2.551
C -1.544 -3.330 1.378
C 1.544 0.649 4.903
C 3.631 -1.966 -0.663
C 2.443 -2.287 0.159
C -0.280 -1.134 -2.854
H 1.244 1.420 1.401
H -2.783 5.172 -1.484
H 3.675 -0.877 -0.663
H -1.588 5.668 -2.646
H 0.922 0.306 4.076
H -2.340 -1.004 -2.329
H 4.468 -2.325 -0.064
H -1.224 4.200 -1.665
H -0.684 -3.976 1.208
H 0.141 0.091 0.895
H -2.173 -3.809 2.129
H 0.959 1.027 5.741
H -1.283 -2.332 1.731
H -1.843 0.456 -3.266
H 3.621 -2.523 -1.600
H -1.471 0.180 -1.577
```

Computed properties:
Total charge: 0
SMILES: ClCCl.ClCCl.CC#N.CC#N.CC#N.CC#N
Kohn-Sham gap in eV: 11.38

[2]
ORCA calculation (ωB97M-V/def2-TZVPD) on a structure of composition C10H16ClNOSi at a distorted geometry.

Structure (XYZ):
```
30
C10H16ClNOSi, DFT ωB97M-V/def2-TZVPD
Cl -1.988 2.114 -0.346
Si 1.809 0.614 -0.267
O 0.386 -0.159 -0.580
N -0.058 0.319 2.840
C 2.445 0.589 -2.055
C 3.100 -0.479 0.764
C -1.162 -1.801 0.489
C 1.599 2.225 0.534
C -0.229 0.245 1.707
C -0.608 -0.287 0.413
C -2.321 -0.685 -1.267
C -3.131 -0.235 0.713
C -2.607 -1.535 0.026
C -2.068 0.382 -0.179
H -4.127 -0.016 0.440
H -1.093 -2.277 1.439
H -3.205 -2.412 -0.117
H 3.508 0.812 -2.025
H 4.069 -0.060 0.681
H 2.143 2.407 1.434
H 0.481 2.336 0.787
H 3.099 -1.466 0.396
H 2.198 -0.475 -2.430
H 2.628 -0.419 1.778
H -3.116 -0.367 1.799
H -3.285 -0.466 -1.855
H -0.653 -2.267 -0.387
H -1.544 -0.960 -1.956
H 1.897 2.956 -0.151
H 1.835 1.368 -2.627
```

Computed properties:
Total charge: 0
ΔE to the lowest compared entry with this formula, charge and spin in kcal per mole: 0.0
Kohn-Sham gap in eV: 10.32

[3]
ORCA calculation (ωB97M-V/def2-TZVPD) on a structure of composition C10H16ClSmTeV at a distorted geometry.

Structure (XYZ):
```
30
C10H16ClSmTeV, DFT ωB97M-V/def2-TZVPD
Sm -2.696 1.248 -1.813
Te -0.551 -1.875 0.722
V 1.737 -1.029 0.700
Cl -2.479 1.666 0.613
C 3.255 -2.301 3.035
C -4.031 -0.592 -2.262
C 2.301 -2.461 2.010
C 0.505 -1.868 3.628
C 1.481 -1.779 4.629
C 1.564 -1.294 -1.149
C -2.044 3.121 -3.157
C 2.835 -1.979 4.323
C 2.097 0.847 1.386
C 0.891 -2.212 2.338
H -2.050 4.149 -2.789
H 2.442 0.646 2.423
H -0.557 -1.690 3.853
H 1.175 -1.550 5.645
H -4.909 -0.870 -1.675
H -2.294 3.153 -4.225
H -0.982 2.808 -3.109
H 3.549 -1.951 5.147
H -3.259 -1.321 -1.954
H 0.861 -1.923 -1.771
H 1.216 1.495 1.279
H 4.307 -2.520 2.856
H 2.931 1.002 0.656
H -4.269 -0.851 -3.297
H 2.574 -2.689 0.938
H 1.788 -0.406 -1.802
```

Computed properties:
Multiplicity: 7
Total charge: 0
ΔE to the lowest compared entry with this formula, charge and spin in kcal per mole: 0.0
Kohn-Sham gap (alpha / beta) in eV: 6.62 / 7.09

[4]
ORCA calculation (ωB97M-V/def2-TZVPD) on an isolated molecule of C10H16FNOSi at a distorted geometry.

Structure (XYZ):
```
30
C10H16FNOSi, DFT ωB97M-V/def2-TZVPD
Si -1.624 0.651 -0.400
F 3.273 1.937 -0.959
O -0.411 -0.100 0.373
N -1.641 -3.162 0.769
C 2.810 0.459 1.119
C -2.968 -0.435 -1.005
C 0.043 -1.339 0.112
C -2.357 1.669 1.061
C 2.562 -1.026 0.559
C 1.262 -1.689 0.994
C 3.054 0.764 -0.349
C 2.730 -0.428 -0.895
C -0.940 -2.329 0.378
C -0.669 1.765 -1.609
H 2.399 -0.567 -1.954
H 0.137 -1.394 -0.954
H -2.615 -1.372 -1.501
H -3.677 0.100 -1.518
H 1.966 1.034 1.450
H -1.735 2.360 1.450
H -3.527 -0.918 -0.154
H 3.378 -1.724 0.908
H 3.590 0.709 1.871
H 1.150 -1.255 1.978
H -2.495 0.891 1.884
H 0.428 1.830 -1.520
H -1.090 2.694 -1.599
H -3.399 2.143 0.975
H 1.343 -2.726 1.136
H -0.978 1.458 -2.602
```

Computed properties:
Total charge: 0
ΔE to the lowest compared entry with this formula, charge and spin in kcal per mole: 20.7
SMILES: C[Si](C)(C)O[C@H](C#N)C[C@H]1C=C(F)C1
Kohn-Sham gap in eV: 10.18

[5]
ORCA calculation (ωB97M-V/def2-TZVPD) on the ion C10H16N2 with charge +2 at a distorted geometry.

Structure (XYZ):
```
28
C10H16N2, DFT ωB97M-V/def2-TZVPD
N 1.302 -0.501 -0.039
N -1.613 1.089 -0.052
C 2.055 -1.318 -1.044
C 0.027 -1.042 0.038
C -2.382 -1.789 0.116
C 0.570 1.986 0.326
C -2.803 0.703 -0.121
C -3.165 -0.704 0.000
C -0.884 2.280 -0.087
C -0.921 -1.907 0.118
C 1.267 0.934 -0.545
C 1.996 -0.599 1.273
H 2.981 -0.139 1.192
H 1.962 -2.380 -0.815
H -0.610 -2.961 0.207
H 3.114 -1.055 -1.020
H -3.624 1.412 -0.261
H 2.123 -1.644 1.551
H 2.315 1.215 -0.665
H -4.234 -0.881 0.007
H -1.311 3.019 0.606
H 1.130 2.917 0.228
H 0.588 1.715 1.382
H -0.921 2.726 -1.091
H -2.875 -2.744 0.214
H 1.435 -0.102 2.064
H 0.803 0.919 -1.535
H 1.672 -1.149 -2.048
```

Computed properties:
Total charge: +2
ΔE to the lowest compared entry with this formula, charge and spin in kcal per mole: 67.5
Kohn-Sham gap in eV: 7.41

[6]
ORCA calculation (ωB97M-V/def2-TZVPD) on a cluster of 3 separate species, C10H16N2O8P2S2 in total at a distorted geometry.

Structure (XYZ):
```
40
C10H16N2O8P2S2, DFT ωB97M-V/def2-TZVPD
S 1.091 1.661 4.132
S -2.093 -0.503 5.526
P 2.593 -1.939 2.415
P -1.229 -1.643 4.156
O 0.767 3.131 3.735
O 1.595 1.384 5.598
O 2.201 -3.493 3.123
O -0.363 0.835 3.657
O 2.116 0.736 3.092
O -2.576 -2.314 3.220
O 4.263 -1.611 2.923
O -0.419 -2.920 5.020
N -1.717 -0.933 -0.647
N 1.137 2.477 -6.053
C -1.029 2.568 -5.563
C -1.798 -0.188 -2.739
C -0.621 0.309 -2.130
C 0.511 1.562 -6.858
C -0.059 -0.536 3.130
C -2.457 -0.949 -1.800
C -0.598 -0.164 -0.837
C -0.836 1.595 -6.572
C 0.206 3.099 -5.263
C 1.564 -0.623 3.339
H 2.392 -3.514 4.109
H -3.342 -2.291 3.890
H -3.387 -1.500 -1.854
H -1.597 0.985 -7.041
H 0.128 0.944 -2.584
H 0.117 -0.021 -0.038
H 1.654 -0.975 4.459
H 4.192 -0.935 3.686
H 2.132 2.664 -6.043
H -1.959 -1.413 0.211
H 0.347 -2.538 5.567
H -1.967 2.852 -5.105
H 0.501 3.864 -4.557
H -2.130 -0.008 -3.754
H -0.404 -0.621 2.014
H 1.075 0.966 -7.563
```

Computed properties:
Total charge: 0
SMILES: O=S1(=O)O[C@H](P(O)O)[C@@H](P(O)(O)=S)O1.c1cc[nH]c1.c1cc[nH]c1
Kohn-Sham gap in eV: 7.22

[7]
ORCA calculation (ωB97M-V/def2-TZVPD) on a cluster of 2 separate species, C10H16N2S in total at a distorted geometry.

Structure (XYZ):
```
29
C10H16N2S, DFT ωB97M-V/def2-TZVPD
S 1.526 -1.379 0.571
N 2.591 -3.455 1.962
N -0.204 2.615 1.688
C -0.347 2.042 0.672
C -1.468 1.996 -3.984
C -1.769 -0.104 -2.785
C 0.452 2.954 2.899
C -1.351 1.291 -2.859
C -0.924 1.364 -0.408
C 1.992 -3.112 0.641
C -1.083 -1.433 1.917
C -0.044 -1.451 1.324
C -0.889 1.894 -1.655
H -1.990 -0.317 -3.861
H -0.382 2.879 -1.741
H 1.121 -3.735 0.408
H -1.744 -1.268 2.710
H 3.602 -3.324 1.909
H 0.167 2.201 3.566
H -2.644 -0.290 -2.143
H -1.944 1.369 -4.898
H 2.655 -3.099 -0.211
H 1.467 3.140 2.844
H -1.331 0.353 -0.096
H 2.548 -4.533 2.228
H -1.238 3.082 -4.161
H 0.029 3.893 3.252
H -0.959 -0.682 -2.488
H 2.159 -2.893 2.699
```

Computed properties:
Total charge: +2
Kohn-Sham gap in eV: 8.32

[8]
ORCA calculation (ωB97M-V/def2-TZVPD) on the ion C10H16N3 with charge +1 at a distorted geometry.

Structure (XYZ):
```
29
C10H16N3, DFT ωB97M-V/def2-TZVPD
N 1.541 -1.878 -1.747
N 1.731 0.074 -0.308
N -3.856 -0.012 -1.258
C 1.410 1.510 -0.266
C 0.195 1.838 0.692
C 1.459 -0.591 -1.465
C -0.822 0.801 0.689
C -1.705 0.713 -0.420
C -0.944 -0.155 1.680
C -2.842 -0.112 -0.334
C -1.976 -1.056 1.716
C -2.980 -1.031 0.738
C 2.538 -0.555 0.782
H -1.938 -1.851 2.511
H 1.912 -1.336 1.240
H 2.276 2.072 0.051
H -0.171 -0.388 2.346
H 0.634 2.061 1.712
H -1.565 1.405 -1.236
H 2.819 0.268 1.311
H -3.688 -1.814 0.772
H 3.451 -0.971 0.585
H -4.465 -0.822 -1.154
H 1.070 0.036 -2.311
H 2.010 -2.682 -1.275
H 1.099 1.871 -1.207
H -3.900 0.423 -2.095
H 1.332 -2.102 -2.809
H -0.306 2.786 0.345
```

Computed properties:
Total charge: +1
ΔE to the lowest compared entry with this formula, charge and spin in kcal per mole: 24.4
SMILES: C/[N+](=C\N)CCc1cccc(N)c1
Kohn-Sham gap in eV: 7.51

[9]
ORCA calculation (ωB97M-V/def2-TZVPD) on a cluster of 2 separate species, C10H16NO2P in total at a distorted geometry.

Structure (XYZ):
```
30
C10H16NO2P, DFT ωB97M-V/def2-TZVPD
P 2.288 1.101 -0.237
O 2.301 1.917 1.004
O 3.127 2.899 -1.664
N 2.543 1.609 -1.653
C -1.585 1.611 -0.688
C 1.465 -2.729 -1.338
C -1.492 1.417 1.892
C 1.780 -0.599 -0.346
C -3.710 1.270 0.605
C -2.176 1.431 0.527
C 0.261 -2.908 -0.414
C 1.986 -1.353 -1.422
C 0.425 -2.176 0.825
C 1.179 -1.067 0.842
H -0.577 -2.438 -0.863
H -1.806 0.679 2.607
H -3.905 0.286 0.127
H 0.196 -3.943 -0.291
H -2.251 1.458 -1.487
H 0.071 -2.402 1.758
H -1.614 2.394 2.260
H 2.213 -3.422 -1.008
H 1.341 -0.484 1.785
H -0.552 1.920 -0.766
H -0.450 1.127 1.653
H 2.776 -1.091 -2.138
H -4.001 1.407 1.623
H -4.250 2.022 -0.127
H 3.220 3.104 -0.700
H 1.200 -3.038 -2.367
```

Computed properties:
Total charge: 0
ΔE to the lowest compared entry with this formula, charge and spin in kcal per mole: 88.4
Kohn-Sham gap (alpha / beta) in eV: 8.42 / 8.42

[10]
ORCA calculation (ωB97M-V/def2-TZVPD) on a cluster of 2 separate species, C10H16NO3 in total at a distorted geometry.

Structure (XYZ):
```
30
C10H16NO3, DFT ωB97M-V/def2-TZVPD
O -0.788 0.404 3.002
O -2.201 -1.075 -1.030
O 4.167 -0.130 -0.983
N -1.433 1.564 2.544
C 1.973 -1.291 -0.983
C 4.763 -1.404 -0.985
C -1.450 0.061 -1.019
C 0.607 -1.213 -0.991
C -0.056 0.034 -1.005
C 2.111 1.110 -0.998
C -2.872 1.509 2.739
C 0.744 1.204 -1.007
C 2.765 -0.133 -0.987
C -3.584 -0.804 -1.011
H -1.199 1.603 1.546
H -3.272 0.583 2.328
H -3.360 2.358 2.259
H -3.837 -0.234 -0.117
H -3.098 1.533 3.804
H -0.242 0.677 3.767
H -4.134 -1.747 -1.001
H 2.723 1.994 -1.003
H 0.007 -2.106 -0.988
H 4.470 -1.947 -1.885
H -1.967 1.007 -1.026
H 5.846 -1.283 -0.985
H -3.863 -0.236 -1.899
H 0.271 2.170 -1.023
H 2.442 -2.257 -0.975
H 4.470 -1.951 -0.088
```

Computed properties:
Total charge: +1
ΔE to the lowest compared entry with this formula, charge and spin in kcal per mole: 23.4
Kohn-Sham gap in eV: 6.33

[11]
ORCA calculation (ωB97M-V/def2-TZVPD) on a cluster of 2 separate species, C10H16NO6 in total at a distorted geometry.

Structure (XYZ):
```
33
C10H16NO6, DFT ωB97M-V/def2-TZVPD
O -3.413 -2.264 2.727
O -0.816 -1.070 2.747
O 3.658 -1.497 2.570
O 2.671 -2.341 0.775
O 1.661 -0.678 2.005
O -2.837 -3.116 2.036
N 2.779 -1.600 1.741
C 0.692 2.123 -2.286
C -1.736 -0.311 0.650
C -0.445 1.234 2.239
C 1.061 -0.148 -0.261
C 0.328 0.671 -2.491
C -1.364 0.465 -0.588
C 0.402 0.084 -3.699
C -0.099 -0.124 -1.249
C -0.578 -0.250 1.799
C 0.684 -0.875 1.001
H 0.066 2.755 -2.938
H 1.392 0.883 -0.045
H 0.152 -0.975 -3.818
H 0.535 2.433 -1.243
H -2.162 0.359 -1.338
H 1.753 2.294 -2.536
H -1.861 -1.352 0.347
H -1.236 1.538 -0.401
H -2.685 0.041 1.069
H 1.900 -0.684 -0.732
H -1.408 1.525 2.675
H 0.731 0.665 -4.564
H 0.275 1.357 3.057
H -0.291 -1.179 -1.512
H -0.206 1.961 1.454
H 0.396 -1.923 0.806
```

Computed properties:
Multiplicity: 2
Total charge: 0
ΔE to the lowest compared entry with this formula, charge and spin in kcal per mole: 0.0
Kohn-Sham gap (alpha / beta) in eV: 7.76 / 8.80

[12]
ORCA calculation (ωB97M-V/def2-TZVPD) on a cluster of 2 separate species, C10H16O in total at a distorted geometry.

Structure (XYZ):
```
27
C10H16O, DFT ωB97M-V/def2-TZVPD
O -1.418 1.625 -0.380
C 0.165 -1.594 -1.032
C -1.892 -1.944 0.161
C 2.640 3.450 0.172
C -1.194 0.273 -0.381
C -0.754 -3.951 -0.754
C -0.751 -2.461 -0.450
C 2.111 1.890 2.091
C -0.088 -0.220 -1.046
C 1.965 2.138 0.613
C -2.053 -0.569 0.320
H 1.754 0.910 2.410
H -2.290 1.814 -0.030
H 0.559 0.421 -1.622
H 1.103 -1.984 -1.402
H 0.906 2.107 0.369
H -0.961 -4.071 -1.818
H 0.144 -4.526 -0.521
H 1.911 4.263 0.042
H -1.563 -4.445 -0.214
H 3.204 3.925 0.981
H -2.720 -0.211 1.095
H 1.654 2.647 2.734
H 3.185 3.331 -0.759
H 2.492 1.352 0.067
H -2.645 -2.612 0.558
H 3.171 1.936 2.377
```

Computed properties:
Total charge: 0
ΔE to the lowest compared entry with this formula, charge and spin in kcal per mole: 28.3
SMILES: Cc1ccc(O)cc1.CCC
Kohn-Sham gap in eV: 9.30

> What is the formula in the eighth record?

C10H16N3

> Look up the total charge of the twelfth one.

0

> Which value of total charge does entry 12 give?

0